1.
Here is a single C20H19N3O3 molecule from the Open Molecules 2025 dataset. Energies are from the ωB97M-V functional and the def2-TZVPD basis.

Results
SMILES string: Cc1ccc(-c2noc(-c3ccccc3C(=O)N3CCOCC3)n2)cc1
Relative energy (zero: lowest compared OMol25 entry of this formula, charge and spin) (eV): 3.018
Frontier orbital gap (eV): 8.959
F_max (eV Å⁻¹): 1.270

ORCA input file:
```
! wB97M-V def2-TZVPD RIJCOSX def2/J DEFGRID3
* xyz 0 1
C -0.216 4.379 -5.021
C 0.258 3.582 -3.845
C 1.582 3.666 -3.424
C 2.038 2.921 -2.357
C 1.166 2.067 -1.684
C 1.626 1.276 -0.563
N 2.831 1.347 -0.053
O 2.840 0.457 0.973
C 1.622 -0.103 1.009
C 1.291 -1.092 2.013
C 2.018 -1.158 3.200
C 1.675 -2.081 4.168
C 0.610 -2.944 3.958
C -0.105 -2.894 2.773
C 0.224 -1.969 1.793
C -0.450 -2.043 0.451
O -0.007 -2.770 -0.417
N -1.575 -1.319 0.299
C -2.134 -0.425 1.276
C -3.519 -0.954 1.706
O -4.111 -1.747 0.700
C -3.832 -1.266 -0.594
C -2.341 -1.439 -0.926
N 0.834 0.373 0.089
C -0.160 1.978 -2.097
C -0.605 2.729 -3.167
H 0.063 3.875 -5.946
H 0.243 5.366 -5.028
H -1.297 4.491 -5.008
H 2.261 4.327 -3.945
H 3.063 2.984 -2.028
H 2.844 -0.479 3.349
H 2.238 -2.130 5.087
H 0.343 -3.665 4.716
H -0.918 -3.583 2.597
H -2.227 0.570 0.825
H -1.470 -0.349 2.136
H -3.436 -1.606 2.579
H -4.177 -0.108 1.956
H -4.448 -1.854 -1.275
H -4.129 -0.209 -0.675
H -2.016 -0.691 -1.659
H -2.136 -2.432 -1.335
H -0.825 1.314 -1.566
H -1.636 2.654 -3.483
*
```

Atomic partial charges in e from the natural (NBO) method, atoms 1 to 6: -0.6294 0.0044 -0.2183 -0.1700 -0.0454 0.2897

=====

2.
Here is 2 unconnected molecules or ions with the total composition C2H8NS3 from the Open Molecules 2025 dataset. Energies are from the ωB97M-V functional and the def2-TZVPD basis.

Results
Relative energy (zero: lowest compared OMol25 entry of this formula, charge and spin) (eV): 0.000
Frontier orbital gap (eV): 6.451
F_max (eV Å⁻¹): 0.611

ORCA input file:
```
! wB97M-V def2-TZVPD RIJCOSX def2/J DEFGRID3
* xyz -1 1
C -0.926 -3.134 -0.080
C 0.058 -2.378 0.797
S -0.526 -0.711 1.251
N -1.355 -2.420 -1.293
H -1.826 -3.346 0.504
H -0.552 -4.113 -0.407
H 1.021 -2.295 0.275
H 0.252 -2.952 1.708
H -0.523 -2.144 -1.807
H -1.755 -1.538 -0.980
S 0.735 3.081 0.152
S 0.978 1.410 -1.063
H -0.499 2.785 0.593
H 0.491 0.476 -0.122
*
```

Atomic partial charges in e from the natural (NBO) method, atoms 1 to 6: -0.2276 -0.5353 -0.6044 -0.8531 0.1751 0.1604

=====

3.
Here is a single C8H8N2O2S molecule from the Open Molecules 2025 dataset. Energies are from the ωB97M-V functional and the def2-TZVPD basis.

Results
Relative energy (zero: lowest compared OMol25 entry of this formula, charge and spin) (eV): 3.609
Frontier orbital gap (eV): 7.861
F_max (eV Å⁻¹): 5.239

ORCA input file:
```
! wB97M-V def2-TZVPD RIJCOSX def2/J DEFGRID3
* xyz 0 1
C 2.926 0.010 1.141
C 2.297 -1.087 1.771
C 2.151 0.757 0.287
C 1.045 -1.616 1.363
C 0.882 0.342 -0.061
C 0.383 -0.838 0.479
C 0.152 1.059 -0.956
C -2.903 0.812 -1.063
N 0.022 1.945 -1.743
N -1.802 0.492 -0.130
O -1.336 -1.809 -1.226
O -2.131 -1.748 1.078
S -1.383 -1.073 0.025
H 3.874 0.315 1.563
H 2.893 -1.706 2.426
H 2.572 1.554 -0.234
H 0.484 -2.375 1.766
H -2.731 0.500 -2.127
H -3.831 0.240 -0.806
H -2.822 1.945 -1.252
H -0.745 2.281 -2.302
*
```

Atomic partial charges in e from the natural (NBO) method, atoms 1 to 6: -0.2240 -0.1239 -0.0995 -0.2135 -0.2858 -0.1458

=====

4.
Here is 10 unconnected molecules or ions with the total composition C4H22O13 from the Open Molecules 2025 dataset. Energies are from the ωB97M-V functional and the def2-TZVPD basis.

Results
Relative energy (zero: lowest compared OMol25 entry of this formula, charge and spin) (eV): 0.000
Frontier orbital gap (eV): 8.388
F_max (eV Å⁻¹): 1.817

ORCA input file:
```
! wB97M-V def2-TZVPD RIJCOSX def2/J DEFGRID3
* xyz -2 1
O -0.329 0.113 -3.449
C -0.835 0.569 -2.410
O -0.958 1.820 -2.165
C -1.174 -0.401 -1.255
C 0.134 -0.961 -0.710
C 0.089 -1.460 0.754
O -1.063 -1.726 1.206
O 1.156 -1.403 1.424
H -1.748 0.121 -0.497
H -1.827 -1.173 -1.674
H 1.009 -0.302 -0.841
H 0.431 -1.793 -1.334
H 1.472 0.529 3.498
H 1.820 1.847 2.907
O 1.739 1.412 3.779
H 1.808 1.634 -2.458
H 2.399 0.586 -3.291
O 2.669 1.211 -2.601
H -1.409 3.461 -0.690
H 0.061 3.372 -0.941
O -0.583 3.849 -0.411
H 0.595 2.005 0.699
H 0.229 2.900 1.775
O 1.033 2.517 1.394
H -3.749 1.397 -1.268
H -2.443 2.235 -1.323
O -3.430 2.306 -1.280
H -2.654 -1.936 0.258
H -3.340 -1.691 1.528
O -3.460 -1.492 0.593
H 1.292 -3.391 0.008
H 2.370 -3.232 -0.962
O 1.482 -3.621 -0.913
H 2.780 -1.591 0.464
H 3.414 -0.725 -0.667
O 3.507 -1.557 -0.194
H -0.422 -1.527 4.291
H -0.910 -1.928 2.892
O -1.156 -1.975 3.862
*
```

Atomic partial charges in e from the natural (NBO) method, atoms 1 to 6: -0.7710 0.7853 -0.8707 -0.5203 -0.5460 0.7914